Formula: C27H24BCrN2O2PS
Source: the Open Molecules 2025 dataset
Level of theory: wB97M-V/def2-TZVPD

The geometry in XYZ format:
```
59
Properties=species:S:1:pos:R:3:forces:R:3
Cr -1.1432 -0.5870 0.0734 1.06 1.57 -1.09
O -1.8849 -0.4016 2.8892 -0.23 -0.11 -0.52
C -0.9673 -0.3534 2.0722 0.45 0.29 1.37
C 0.4056 0.0021 2.7567 -0.26 -0.20 -1.16
C 0.5140 0.1011 4.1317 0.22 0.08 0.08
C 1.7441 0.4089 4.7016 -0.02 -0.01 -0.16
C 2.8581 0.6179 3.8900 -0.06 0.00 0.08
C 2.7543 0.5213 2.5075 -0.10 0.04 0.14
C 1.5219 0.2180 1.9404 -0.21 -0.18 -0.14
P 1.2140 -0.0339 0.1376 -0.02 0.63 0.38
C 2.9185 -0.2754 -0.4876 -0.13 -0.49 0.05
C 3.8172 0.7516 -0.7698 -0.04 0.02 0.12
C 5.1164 0.4602 -1.1576 -0.01 -0.03 0.00
C 5.5373 -0.8581 -1.2632 0.03 -0.04 0.00
C 4.6563 -1.8891 -0.9742 0.00 0.04 0.00
C 3.3560 -1.5951 -0.5899 -0.06 -0.06 -0.10
C 0.6652 1.5699 -0.5655 0.69 0.14 0.01
C 1.1201 2.0598 -1.8334 -0.12 -0.54 -0.33
C 1.0004 3.4188 -2.1563 -0.21 0.20 0.33
C 0.2920 4.2960 -1.3802 0.06 0.12 0.00
C -0.5482 3.7384 -0.2982 0.31 0.15 -0.16
C 0.0165 2.4974 0.4119 0.36 -0.31 -0.47
H -0.3728 -0.0731 4.7272 0.01 0.00 0.03
H 1.8360 0.4781 5.7785 0.04 0.01 0.01
H 3.8182 0.8520 4.3341 -0.01 0.00 0.04
H 3.6293 0.6781 1.8873 -0.04 -0.03 0.02
H 3.5058 1.7791 -0.6750 -0.12 0.15 -0.05
H 5.8038 1.2678 -1.3748 0.00 0.02 0.00
H 6.5520 -1.0817 -1.5684 0.01 0.00 0.00
H 4.9734 -2.9207 -1.0511 0.02 -0.02 -0.01
H 2.6649 -2.4032 -0.3776 -0.02 0.00 0.01
H 1.6382 1.3954 -2.5126 0.08 -0.07 0.03
H 1.4882 3.7787 -3.0565 0.07 0.00 0.00
H 0.2094 5.3412 -1.6455 0.00 0.04 0.05
H -0.9380 4.4859 0.3881 0.01 -0.03 0.03
H 0.4114 2.5432 1.4217 -0.13 0.01 0.07
O -1.3126 -0.5508 -2.1703 0.00 0.09 -0.05
C -2.6100 -0.1890 -2.6386 -0.05 -0.06 0.00
C -3.6387 -0.3958 -1.5585 -0.05 0.11 0.00
C -4.9926 -0.4705 -1.8583 0.07 0.01 0.13
C -5.8973 -0.5709 -0.8168 -0.03 -0.03 0.01
C -5.4311 -0.6026 0.4909 0.11 0.02 -0.04
C -4.0678 -0.5440 0.7119 -0.07 -0.08 -0.22
N -3.1979 -0.4483 -0.3033 0.15 -0.03 0.39
H -0.7285 0.2154 -2.3055 0.06 0.07 -0.09
H -2.8689 -0.7885 -3.5162 0.06 -0.03 0.05
H -2.6124 0.8676 -2.9244 -0.01 -0.05 0.01
H -5.3130 -0.4501 -2.8911 -0.04 0.01 -0.01
H -6.9582 -0.6326 -1.0220 -0.02 0.01 0.00
H -6.0995 -0.6802 1.3358 -0.06 -0.01 -0.02
H -3.6177 -0.5845 1.6996 -0.06 0.04 -0.01
S -1.9513 2.6921 -0.9588 -0.37 -0.39 -0.12
C -0.9485 1.4538 -0.1008 -1.28 -1.27 1.14
B -1.3383 -5.3913 -0.3053 -0.03 0.24 -0.01
C -1.2968 -3.8009 -0.1230 0.03 -0.26 -0.01
N -1.2575 -2.6521 0.0011 -0.04 0.08 0.14
H -2.4911 -5.7463 -0.1584 0.00 0.03 0.01
H -0.9450 -5.6342 -1.4297 0.00 0.04 0.00
H -0.6095 -5.8850 0.5302 0.00 0.05 0.02
```
Forces are in eV/Å.

## Properties
E_tot in hartree: -3112.03102
HOMO-LUMO gap (alpha / beta) in eV: 5.4 / 5.2
2S+1: 2
Strongest force on any atom in eV/A: 2.19
Charge: -1
E_LUMO (alpha / beta) in eV: 2.5 / 2.4
HOMO (alpha / beta) in eV: -2.89 / -2.72

Löwdin atomic charge list, values in e, 2 entries:
1. Cr 0.45
2. O -0.06

---

Formula: C32H31NO5P2RuSSe
Source: the Open Molecules 2025 dataset
Level of theory: wB97M-V/def2-TZVPD

The geometry in XYZ format:
```
74
Properties=species:S:1:pos:R:3:forces:R:3
Ru -0.6276 -0.9786 -1.0461 -0.20 -0.03 -0.19
C -4.0536 -2.0206 1.4471 -0.01 -0.01 0.01
N -2.9798 -1.7735 0.4788 -0.06 -0.02 0.03
P -2.8576 -0.6399 -0.8027 -0.01 -0.20 -0.04
C -3.9378 -1.0870 -2.1707 0.05 -0.01 -0.02
C -3.4676 -0.8159 -3.4573 0.00 -0.01 0.00
C -4.2577 -1.1014 -4.5607 0.00 0.00 0.00
C -5.5104 -1.6720 -4.3856 0.00 0.00 0.00
C -5.9796 -1.9507 -3.1086 0.00 0.00 0.00
C -5.2011 -1.6537 -2.0012 0.00 0.03 0.00
C -3.4531 0.9327 -0.1810 0.06 0.03 0.05
C -2.9200 1.4324 1.0106 0.00 -0.03 0.00
C -3.3591 2.6418 1.5140 -0.02 0.02 -0.01
C -4.3245 3.3684 0.8231 0.01 -0.01 0.02
C -4.8510 2.8823 -0.3627 0.00 -0.01 -0.02
C -4.4200 1.6628 -0.8683 0.00 0.02 -0.02
P -1.3528 -2.1430 0.6335 -0.06 -0.01 0.03
C -0.9617 -2.5252 2.3250 0.01 0.01 0.00
C -1.0246 -3.8368 2.7968 -0.02 -0.02 -0.03
C -0.8018 -4.0912 4.1408 0.01 0.02 0.01
C -0.5279 -3.0418 5.0086 0.00 0.01 -0.02
C -0.4650 -1.7343 4.5393 0.01 -0.02 0.04
C -0.6775 -1.4721 3.1966 0.03 -0.01 -0.03
C -0.7760 -3.3565 -0.5556 0.18 0.17 0.37
C 0.4698 -4.0087 -0.3664 -0.07 0.00 -0.07
C 1.1181 -4.5541 -1.4405 0.00 0.00 -0.05
C 0.5880 -4.4270 -2.7404 0.07 -0.04 0.01
C -0.6016 -3.7834 -2.9420 -0.10 0.04 0.03
C -1.3115 -3.2334 -1.8479 0.06 0.01 -0.19
H -5.0138 -2.0782 0.9445 -0.01 -0.01 -0.02
H -4.0962 -1.2286 2.1955 0.00 0.00 0.00
H -3.8811 -2.9735 1.9443 0.01 0.01 0.00
H -2.4829 -0.3852 -3.5989 0.00 -0.01 0.00
H -3.8938 -0.8823 -5.5555 0.00 0.00 0.00
H -6.1242 -1.9016 -5.2463 0.00 0.00 0.00
H -6.9567 -2.3946 -2.9750 0.00 0.00 0.00
H -5.5920 -1.8601 -1.0157 0.00 0.00 0.03
H -2.1614 0.8700 1.5436 0.02 0.00 0.00
H -2.9535 3.0247 2.4407 0.00 0.00 0.00
H -4.6663 4.3168 1.2153 0.00 0.00 0.00
H -5.6025 3.4480 -0.8961 0.00 0.00 0.00
H -4.8398 1.2837 -1.7910 -0.01 0.01 0.01
H -1.2507 -4.6527 2.1202 0.00 0.00 0.00
H -0.8488 -5.1057 4.5123 0.00 0.00 0.00
H -0.3647 -3.2437 6.0588 0.00 0.00 0.00
H -0.2563 -0.9233 5.2244 0.00 0.00 0.00
H -0.6173 -0.4562 2.8217 -0.01 0.01 0.01
H 0.8942 -4.0853 0.6268 -0.02 -0.01 0.02
H 2.0465 -5.0904 -1.2930 0.00 -0.01 0.00
H 1.1129 -4.8687 -3.5768 0.01 0.01 0.00
H -1.0354 -3.7228 -3.9313 0.00 0.01 0.00
H -2.3351 -2.9274 -2.0040 -0.04 -0.03 0.00
O 2.1248 1.1445 -1.9830 -0.03 -0.02 -0.01
Se 0.1792 1.5363 -2.1479 -0.03 -0.14 0.31
O -0.2241 0.2861 -3.0810 0.03 -0.03 0.07
O -0.2319 1.1002 -0.6134 0.15 0.21 -0.30
O 0.2192 3.0333 -2.6181 0.06 -0.01 0.06
C 4.1413 -0.4219 -1.7753 -0.02 0.01 0.00
S 2.5667 -0.0242 -1.1180 0.12 0.18 -0.01
O 1.7032 -1.1835 -1.1637 -0.15 -0.12 -0.06
C 2.7485 0.5649 0.5045 0.01 0.02 -0.02
C 3.1602 1.8808 0.7020 0.00 -0.01 0.02
C 3.3447 2.3146 2.0026 0.00 0.00 0.01
C 3.1250 1.4430 3.0638 0.00 0.01 0.00
C 2.7111 0.1348 2.8432 -0.01 -0.02 0.00
C 2.5167 -0.3223 1.5509 -0.01 0.01 -0.03
H 4.5578 -1.2200 -1.1616 -0.01 0.00 0.01
H 4.7627 0.4714 -1.7336 0.00 0.00 0.00
H 3.9825 -0.7470 -2.8033 0.00 0.00 0.00
H 3.3205 2.5509 -0.1326 0.00 0.00 0.00
H 3.6586 3.3320 2.1893 0.00 0.00 0.00
H 3.2800 1.7897 4.0768 0.00 0.00 0.00
H 2.5420 -0.5318 3.6777 0.00 0.00 0.00
H 2.1839 -1.3334 1.3544 0.01 0.00 0.01
```
Forces are in eV/Å.

## Properties
E_tot in hartree: -5245.56880
HOMO-LUMO gap in eV: 8.1
2S+1: 1
Strongest force on any atom in eV/A: 0.45
Charge: +2
ΔE to the lowest compared entry with this formula, charge and spin in kcal/mol: 2.5
E_LUMO in eV: -5.9
HOMO in eV: -14.02

Löwdin atomic charge list, values in e, 2 entries:
1. Ru 0.75
2. C -0.08

---

Formula: C5H7NOS
Source: the Open Molecules 2025 dataset
Level of theory: wB97M-V/def2-TZVPD

The geometry in XYZ format:
```
15
Properties=species:S:1:pos:R:3:forces:R:3
C 0.7697 0.0844 0.2634 0.73 1.49 1.00
C -0.0209 -1.5366 -0.9885 -0.74 0.16 -0.75
C -0.6773 0.2004 0.5206 -3.13 -0.26 3.44
C -1.2225 -0.7693 -0.4837 -2.17 -0.74 -0.56
C 1.7338 1.0317 0.9984 -0.35 -3.44 -0.99
N 1.0894 -0.8749 -0.4768 2.65 -1.01 -0.88
O -0.0290 -2.4621 -1.7559 0.19 0.31 0.64
S -2.0178 0.1864 -1.8416 0.76 0.50 0.16
H -0.9608 -0.2148 1.6453 1.12 0.91 -2.49
H -1.2522 1.1929 0.5388 1.42 -1.15 -0.26
H -1.9813 -1.5138 -0.1404 0.46 0.80 -0.10
H 2.1952 1.6955 0.2957 0.08 0.69 -0.08
H 2.5097 0.3391 1.4294 -0.69 1.07 -0.06
H 1.0034 1.3969 1.6710 0.41 1.41 1.32
H -1.1394 1.2442 -1.6759 -0.73 -0.74 -0.40
```
Forces are in eV/Å.

## Properties
E_tot in hartree: -722.86666
HOMO-LUMO gap in eV: 9.3
2S+1: 1
Strongest force on any atom in eV/A: 4.66
ΔE to the lowest compared entry with this formula, charge and spin in kcal/mol: 32.3
E_LUMO in eV: 0.1
HOMO in eV: -9.20
SMILES string: CC1=NC(=O)[C@H](S)C1

Löwdin atomic charge list, values in e, 2 entries:
1. C -0.35
2. C -0.51

---

Formula: C27H40O27
Source: the Open Molecules 2025 dataset
Level of theory: wB97M-V/def2-TZVPD

The geometry in XYZ format:
```
94
Properties=species:S:1:pos:R:3:forces:R:3
C -9.8801 3.1722 7.6599 2.80 1.63 1.26
C -9.4268 4.5579 8.1184 0.04 0.72 -1.47
O -9.9000 4.7090 9.4445 1.69 0.55 0.46
C -10.8547 3.8396 9.6031 -4.76 0.92 3.83
O -11.7320 3.8956 10.5046 3.43 -0.63 -2.95
O -10.8987 3.0148 8.5904 -2.27 -3.03 -1.13
H -9.0108 2.5629 7.9074 -0.41 -0.97 -0.16
H -10.0411 3.1645 6.5819 -0.97 -0.35 0.35
H -10.0281 5.2717 7.5553 0.74 0.52 -0.31
H -8.3421 4.6410 8.0496 -0.25 0.62 0.09
C -10.5224 -0.4428 0.7975 0.63 -0.56 0.45
C -11.5078 -0.3653 1.9821 0.45 0.32 -2.35
O -10.9040 0.6240 2.8134 -1.28 -0.89 1.61
C -9.8494 1.1791 2.2829 3.06 3.06 -0.62
O -9.1725 2.1110 2.7628 -2.37 -3.24 -1.34
O -9.5997 0.6522 1.0386 -0.60 -0.40 0.25
H -10.9617 -0.4834 -0.1993 -0.08 0.99 0.07
H -10.0218 -1.4098 0.8471 0.70 0.23 0.18
H -11.5746 -1.3926 2.3403 -0.26 0.58 1.04
H -12.4440 0.0113 1.5699 -0.25 -0.04 0.74
C 0.6625 0.3487 7.1541 0.21 -1.89 -2.10
C 0.7059 1.0142 5.7354 -0.09 -0.16 1.46
O 1.4390 2.1961 6.0355 -0.46 0.57 -0.38
C 1.9600 2.1225 7.2679 2.70 3.42 1.34
O 2.7674 2.9456 7.7054 -2.10 -2.19 -1.16
O 1.4981 1.0948 7.9691 0.25 0.45 0.36
H 1.2036 -0.5458 6.8455 -0.47 -0.86 1.25
H -0.2971 0.1612 7.6359 0.08 0.13 -0.29
H -0.3141 1.1255 5.3674 0.34 0.68 -0.38
H 1.3544 0.4503 5.0649 -0.52 -0.17 -0.16
C -7.1446 6.0042 -0.2270 0.15 -0.66 0.52
C -8.4644 5.4086 -0.5105 -2.60 0.78 1.33
O -8.4078 4.9328 -1.7847 -0.49 -0.70 -2.76
C -7.1460 4.5444 -2.0096 0.44 -1.00 -1.01
O -6.8087 3.7601 -2.8749 -0.19 1.81 1.80
O -6.3807 5.1663 -1.0753 1.96 -1.02 -0.69
H -7.0409 5.7289 0.8226 1.16 0.55 0.03
H -6.8953 7.0390 -0.4620 -0.45 -0.01 0.13
H -9.3221 6.0737 -0.4102 0.05 0.03 0.04
H -8.6295 4.5204 0.0994 0.00 0.19 0.65
C 0.6042 -4.7150 4.0268 0.37 -0.08 -1.03
C -0.1963 -5.3873 2.8795 0.24 -0.59 1.05
O -1.0422 -4.3599 2.4301 -1.45 0.77 -0.39
C -0.8073 -3.1970 3.0564 -0.65 3.46 -0.39
O -1.3590 -2.0879 2.8937 1.63 -4.33 0.37
O 0.2464 -3.3671 3.8807 -0.26 1.55 0.16
H 1.6639 -4.7999 3.7860 0.07 -0.09 0.60
H 0.3523 -4.9448 5.0621 0.11 -0.78 -0.26
H -0.7631 -6.2244 3.2872 -0.27 0.05 -0.31
H 0.3860 -5.7295 2.0240 0.23 0.06 0.24
C -0.3026 5.7043 2.0384 2.75 -2.52 0.02
C -0.0175 6.6344 3.1516 4.16 -0.66 0.31
O -1.1834 7.2747 3.2817 -1.42 2.37 2.81
C -1.9654 7.0257 2.2954 -6.07 1.08 -1.93
O -3.1345 7.4343 2.2063 3.46 -1.05 0.00
O -1.3621 6.2176 1.4099 -3.33 1.58 -1.37
H -0.5822 4.7754 2.5355 0.24 -0.71 -0.66
H 0.4472 5.6433 1.2496 0.53 -0.67 0.65
H 0.8071 7.3056 2.9116 -0.08 0.44 0.03
H 0.2873 6.0965 4.0494 -0.27 0.13 0.15
C 0.6648 -1.9336 13.8478 0.39 -0.80 0.80
C -0.1665 -2.1277 12.6323 -0.21 -1.05 -1.37
O -1.0770 -1.0689 12.6706 -1.38 0.61 -1.94
C -0.8074 -0.1992 13.6245 -0.49 1.27 1.25
O -1.2757 0.9144 13.7516 1.07 -2.41 -0.13
O 0.0196 -0.8574 14.4912 0.75 1.59 0.85
H 1.7044 -1.7621 13.5690 0.03 0.58 0.35
H 0.6473 -2.7912 14.5205 -0.04 0.07 0.03
H -0.7056 -3.0739 12.5866 -0.14 0.07 0.18
H 0.4144 -2.0573 11.7127 0.02 0.07 -0.03
C -4.4385 2.5883 5.1177 0.02 -1.32 -2.29
O -4.1900 3.3496 6.2540 0.66 0.64 0.38
C -4.2735 2.6885 7.3976 -1.15 -0.52 1.98
O -4.8059 1.6141 7.5646 0.38 0.21 -0.31
O -3.7918 3.4372 8.3971 1.66 1.75 -1.46
C -4.1901 3.2763 9.7363 -2.21 -2.05 -0.17
H -3.5968 1.9713 4.8031 0.37 -0.35 0.77
H -4.5147 3.1794 4.2051 -0.50 0.83 0.59
H -5.2976 1.9202 5.1787 -0.07 0.29 0.33
H -4.1936 2.2017 9.9186 0.38 -0.01 0.59
H -5.2549 3.5090 9.7234 -0.14 0.36 0.51
H -3.6990 3.8385 10.5305 0.58 0.15 -0.92
C -8.1288 -0.5279 11.3535 0.03 1.34 -0.42
O -7.9419 -1.5984 12.2366 -0.92 -1.60 -2.73
C -7.6881 -1.3242 13.4520 2.72 1.28 1.60
O -7.5592 -0.2113 13.9086 -0.75 -0.44 0.45
O -7.2737 -2.4660 14.0207 -0.01 -0.42 -0.83
C -6.8352 -2.3526 15.3195 -0.12 -0.57 2.95
H -8.1590 -0.8901 10.3258 -0.58 -0.36 0.32
H -7.2849 0.1618 11.3488 0.19 -0.04 0.46
H -8.9965 0.0407 11.6879 -0.14 -0.01 -0.51
H -6.4730 -3.2840 15.7547 -0.34 -0.74 -0.91
H -7.7167 -2.1412 15.9248 0.31 0.63 0.40
H -5.9711 -1.7393 15.5751 -0.39 0.95 -0.80
```
Forces are in eV/Å.

## Properties
E_tot in hartree: -3084.18465
HOMO-LUMO gap in eV: 10.5
2S+1: 1
Strongest force on any atom in eV/A: 6.46
ΔE to the lowest compared entry with this formula, charge and spin in kcal/mol: 129.0
E_LUMO in eV: 0.0
HOMO in eV: -10.48
SMILES string: COC(=O)OC.COC(=O)OC.O=C1OCCO1.O=C1OCCO1.O=C1OCCO1.O=C1OCCO1.O=C1OCCO1.O=C1OCCO1.O=C1OCCO1

Löwdin atomic charge list, values in e, 2 entries:
1. C -0.12
2. C -0.12